This record from OMol25 describes a structure of composition C44H36BrCl5N8O5P2PbS at a distorted geometry. The level of theory is ωB97M-V/def2-TZVPD.

Summary:
- DFT total energy: -235684.7541 eV
- Net charge: 0

Each line ends with the Mulliken charge.
CARTESIAN COORDINATES (ANGSTROEM)
Pb  13.74  14.35  12.98  2.5616
C  16.57  15.21  8.76  -0.9247
N  16.64  15.37  10.22  0.1682
C  17.63  14.90  11.09  -0.6301
C  17.19  15.24  12.36  -0.6663
N  15.97  15.85  12.27  -0.0965
C  15.71  15.98  10.98  0.2914
P  14.26  16.72  10.07  -0.5284
C  13.57  17.65  11.42  -0.2658
N  13.17  17.20  12.58  1.0772
C  12.69  18.22  13.33  -1.1202
C  12.75  19.34  12.56  -1.0467
N  13.27  18.94  11.33  0.1691
C  13.58  19.87  10.21  -0.8170
C  13.12  15.33  9.98  0.2803
N  13.67  14.11  10.01  -0.0717
C  12.71  13.28  9.42  -0.9433
C  11.64  14.06  9.06  -0.5159
N  11.93  15.34  9.36  0.4027
C  10.99  16.44  9.28  -0.8771
H  15.69  14.59  8.48  0.2887
H  17.49  14.86  8.33  0.3816
H  16.37  16.14  8.32  0.3856
H  18.48  14.36  10.75  0.4847
H  17.55  14.91  13.34  0.4428
H  12.15  17.95  14.20  0.7375
H  12.40  20.31  12.65  0.4961
H  13.89  19.19  9.40  0.3167
H  14.49  20.48  10.49  0.3064
H  12.72  20.46  10.00  0.3620
H  12.85  12.25  9.41  0.5943
H  10.72  13.71  8.63  0.4284
H  10.37  16.46  10.18  0.2018
H  10.37  16.20  8.45  0.4512
H  11.43  17.40  9.06  0.3304
O  9.42  13.90  11.23  -0.7922
S  10.29  13.90  12.39  1.0855
O  11.27  14.98  12.40  -0.2163
O  10.94  12.59  12.53  -0.5349
C  9.31  14.23  13.90  -0.0568
C  8.10  14.81  13.67  -0.5826
C  7.25  15.13  14.76  -0.8226
C  7.72  14.92  16.03  -0.6850
C  8.99  14.36  16.29  -0.2177
C  9.83  14.02  15.21  -0.5917
P  11.61  13.58  15.50  1.3377
C  11.63  11.78  15.68  0.2640
C  12.84  11.10  15.98  -0.0107
C  12.86  9.69  16.12  -0.6995
C  11.69  9.03  16.03  -0.8051
C  10.50  9.67  15.73  -0.8513
C  10.47  11.06  15.61  -0.2352
C  11.83  14.09  17.27  0.1587
C  11.76  13.23  18.36  -0.5511
C  11.93  13.78  19.65  -0.6918
C  12.09  15.12  19.88  -0.6413
C  12.01  15.97  18.81  -0.8288
C  11.93  15.48  17.50  0.1265
H  7.77  14.89  12.61  0.4492
H  6.25  15.47  14.56  0.4168
H  7.03  15.22  16.82  0.3871
H  9.26  14.12  17.34  0.4127
H  13.77  11.68  16.05  0.2214
H  13.80  9.18  16.38  0.4580
H  11.66  8.01  16.30  0.4549
H  9.56  9.09  15.70  0.3709
H  9.56  11.66  15.42  0.3097
H  11.65  12.15  18.22  0.3591
H  12.11  13.10  20.46  0.3926
H  12.23  15.36  20.92  0.3862
H  12.17  17.02  18.98  0.4252
H  12.08  16.12  16.62  0.2603
Cl  16.39  7.10  14.19  -0.2704
C  16.16  8.83  14.01  0.2285
C  15.08  9.21  13.25  -1.3037
C  14.78  10.56  13.27  1.3335
Cl  13.28  11.12  12.60  -0.0415
C  15.60  11.57  13.82  -1.5017
O  15.34  12.83  13.63  -0.0292
C  16.74  11.08  14.50  1.5992
C  17.69  11.97  15.08  -0.5841
O  17.58  13.20  15.01  -0.3808
C  16.96  9.71  14.73  -1.3576
H  14.51  8.51  12.75  0.9143
H  18.62  11.49  15.55  0.1418
H  17.76  9.29  15.33  0.4725
Br  16.42  16.35  19.52  -0.1849
C  15.58  16.11  17.81  0.1249
C  15.09  17.14  17.07  -0.7602
C  14.53  16.82  15.86  -0.5924
N  14.55  15.54  15.37  1.0029
C  15.12  14.59  16.11  -0.0707
C  15.68  14.80  17.39  -1.0223
H  15.01  18.13  17.48  0.5124
H  14.19  17.59  15.16  0.3071
H  15.08  13.56  15.76  -0.1445
H  15.86  14.01  18.08  0.4898
Cl  14.48  6.66  7.86  -0.1194
C  14.68  7.76  9.26  0.7154
Cl  16.02  7.21  10.26  -0.0816
Cl  13.21  7.88  10.23  -0.0635
C  15.05  9.06  8.66  -0.1014
N  15.30  10.07  8.20  -0.3489


This record from OMol25 describes a cluster of 2 separate species, C24H28N3O6S in total at a distorted geometry. The level of theory is ωB97M-V/def2-TZVPD.

Summary:
- DFT total energy: -52932.0501 eV
- Net charge: -1

Each line ends with the natural charge from an NBO analysis.
CARTESIAN COORDINATES (ANGSTROEM)
C  4.51  1.54  -0.15  -0.6484
C  4.42  0.04  -0.37  0.2666
C  5.19  -0.26  -1.63  -0.6492
C  5.02  -0.75  0.77  -0.6192
O  2.99  -0.40  -0.42  -0.4977
C  2.26  -0.02  -1.47  0.8602
N  0.84  -0.43  -1.20  -0.1014
N  0.27  -0.79  -2.26  -0.1908
C  -1.02  -1.44  -2.27  0.8536
O  -1.87  -1.41  -1.40  -0.5657
O  -1.12  -2.04  -3.48  -0.4983
C  -2.36  -2.79  -3.83  0.2655
C  -3.56  -1.87  -3.85  -0.6459
C  -2.60  -3.94  -2.88  -0.6444
C  -2.12  -3.31  -5.23  -0.6181
O  2.62  0.58  -2.46  -0.5756
H  3.94  1.87  0.73  0.2427
H  5.56  1.82  0.01  0.2150
H  4.14  2.05  -1.05  0.2319
H  5.23  -1.34  -1.84  0.2052
H  4.75  0.27  -2.48  0.2511
H  6.22  0.09  -1.49  0.2141
H  5.04  -1.82  0.52  0.2090
H  6.04  -0.42  0.97  0.2138
H  4.44  -0.64  1.70  0.2276
H  -3.44  -1.11  -4.64  0.2143
H  -4.47  -2.45  -4.09  0.2141
H  -3.71  -1.38  -2.88  0.2488
H  -1.75  -4.63  -2.87  0.2132
H  -2.80  -3.58  -1.86  0.2430
H  -3.48  -4.50  -3.22  0.2135
H  -1.22  -3.93  -5.28  0.2178
H  -2.97  -3.92  -5.56  0.2127
H  -2.01  -2.49  -5.94  0.2182
C  -4.63  -2.09  2.96  -0.2237
C  -4.06  -1.84  1.71  -0.2309
C  -3.31  -0.68  1.52  -0.2102
C  -3.16  0.24  2.56  -0.2137
S  -2.40  1.85  2.28  2.1608
C  -0.72  1.51  2.19  -0.8517
C  0.24  2.52  2.36  0.1214
C  1.58  2.19  2.77  -0.2397
C  2.57  3.16  2.85  -0.1815
C  2.30  4.50  2.48  -0.3267
C  3.38  5.44  2.39  0.3179
N  4.26  6.21  2.32  -0.4314
C  0.98  4.86  2.18  -0.1319
C  -0.03  3.91  2.13  -0.3087
O  -2.93  2.28  1.01  -0.9753
O  -2.73  2.59  3.48  -0.9815
C  -3.72  -0.02  3.81  -0.2242
C  -4.45  -1.19  4.02  -0.2189
H  -5.22  -3.00  3.12  0.2003
H  -4.20  -2.53  0.88  0.2049
H  -2.85  -0.50  0.55  0.2507
H  -0.45  0.46  2.21  0.2274
H  1.77  1.15  3.02  0.1897
H  3.58  2.91  3.19  0.2042
H  0.74  5.90  1.96  0.2069
H  -1.03  4.24  1.86  0.2217
H  -3.63  0.71  4.60  0.2438
H  -4.87  -1.38  5.01  0.2029


This record from OMol25 describes a structure of composition C6H29O16Zn2 at a distorted geometry. The level of theory is ωB97M-V/def2-TZVPD.

Summary:
- Net charge: +1
- ΔE to the lowest compared entry with this formula, charge and spin: 0.0 kJ/mol

Each line ends with the natural charge from an NBO analysis.
CARTESIAN COORDINATES (ANGSTROEM)
Zn  0.70  -0.46  3.31  1.6741
Zn  -0.48  -3.26  -0.97  1.7372
C  0.96  2.34  6.04  -0.7310
C  0.98  1.21  5.04  0.7808
O  1.12  1.53  3.81  -0.8188
O  1.05  0.00  5.37  -0.7799
H  0.16  2.14  6.76  0.2398
H  0.91  3.26  5.48  0.2538
H  1.84  2.45  6.67  0.2592
C  -2.08  -1.43  -4.59  -0.7335
C  -0.92  -2.02  -3.82  0.7704
O  0.18  -2.08  -4.36  -0.6009
O  -1.17  -2.34  -2.59  -0.9710
H  -1.91  -1.54  -5.66  0.2494
H  -2.26  -0.35  -4.50  0.2177
H  -3.01  -1.88  -4.24  0.2143
C  0.99  0.37  -0.82  -0.7655
C  0.19  -0.32  0.24  0.8757
O  0.21  0.09  1.44  -0.8591
O  -0.40  -1.41  -0.02  -0.9097
H  1.92  -0.17  -1.01  0.2546
H  1.16  1.44  -0.67  0.2487
H  0.43  0.28  -1.75  0.2625
O  3.97  2.58  0.16  -0.9534
H  4.18  1.88  -0.48  0.4805
H  4.26  2.23  1.01  0.4921
O  -3.01  -0.14  -0.89  -0.9683
H  -3.80  -0.17  -1.46  0.4920
H  -2.41  -0.80  -1.27  0.5032
O  2.39  3.45  -2.26  -0.9204
H  1.79  2.73  -2.51  0.4518
H  2.86  3.12  -1.48  0.4685
O  1.58  3.41  1.42  -0.9632
H  2.31  3.14  0.84  0.4749
H  1.44  2.65  2.00  0.4761
O  2.03  0.02  -3.72  -0.9662
H  1.37  0.68  -3.97  0.4540
H  2.60  0.48  -3.10  0.4254
O  0.44  1.51  -3.85  -0.9113
H  -0.17  1.34  -4.58  0.5064
H  -0.09  1.99  -3.20  0.5015
O  -2.46  -3.44  -0.36  -1.0188
H  -2.69  -3.19  0.55  0.5301
H  -3.13  -4.08  -0.63  0.5167
O  -1.27  -0.53  3.80  -1.0457
H  -1.66  -0.33  4.66  0.5195
H  -2.01  -0.55  3.15  0.5439
O  -0.01  -4.20  0.72  -1.0080
H  0.45  -3.70  1.40  0.5237
H  0.04  -5.13  0.99  0.5334
O  -2.99  -1.17  1.56  -1.0120
H  -3.88  -0.79  1.66  0.4878
H  -2.70  -0.84  0.68  0.5170


This record from OMol25 describes a structure of composition C39H39F4N6O6ReS. The level of theory is ωB97M-V/def2-TZVPD.

Summary:
- Expectation value of S²: 3.769
- Net charge: +1
- ΔE to the lowest compared entry with this formula, charge and spin: 37.7 kJ/mol
- 2S+1: 4

Each line ends with the Mulliken charge.
CARTESIAN COORDINATES (ANGSTROEM)
Re  1.26  0.31  1.40  3.0489
C  0.49  -1.44  7.49  -1.2939
C  0.44  -0.09  6.78  -0.7878
N  -0.65  0.01  5.82  0.6891
C  -1.95  0.47  6.32  -0.5777
C  -2.93  -0.67  6.58  -1.2331
C  -0.49  -0.34  4.54  0.2754
S  0.94  -1.04  3.98  -0.1899
N  -1.62  -0.21  3.78  -0.0116
C  -1.67  0.02  2.51  -0.3569
O  -0.72  0.39  1.70  -0.0133
C  -3.00  -0.08  1.84  0.2309
C  -3.09  0.01  0.46  -0.2289
C  -4.31  -0.11  -0.17  -0.9261
C  -5.46  -0.33  0.57  -0.3870
C  -5.38  -0.42  1.96  -0.7674
C  -4.16  -0.30  2.59  -0.3495
H  1.34  -1.47  8.17  0.4416
H  0.60  -2.24  6.77  0.2706
H  -0.41  -1.62  8.08  0.3065
H  1.37  0.08  6.24  0.3224
H  0.31  0.72  7.50  0.4711
H  -2.37  1.18  5.61  0.3591
H  -1.75  1.01  7.24  0.4666
H  -3.13  -1.22  5.66  0.2214
H  -3.88  -0.26  6.95  0.3848
H  -2.55  -1.36  7.32  0.3170
H  -2.18  0.19  -0.11  0.5014
H  -4.38  -0.04  -1.25  0.4155
H  -6.42  -0.43  0.08  0.3913
H  -6.28  -0.58  2.54  0.4179
H  -4.08  -0.37  3.67  0.3675
C  0.06  -4.70  -4.68  -1.0368
C  1.38  -4.06  -4.32  -1.0297
N  1.22  -2.95  -3.37  0.2106
C  1.42  -3.20  -2.06  0.0174
C  1.25  -2.29  -1.05  -0.3759
C  1.49  -2.74  0.37  -0.0639
O  1.82  -3.90  0.55  -0.7674
O  1.31  -1.86  1.27  -0.6130
C  0.80  -1.00  -1.38  0.4067
O  0.58  -0.07  -0.56  -0.8409
C  0.57  -0.71  -2.79  1.1639
C  0.17  0.57  -3.18  -0.4738
C  -0.01  0.85  -4.50  0.1699
F  -0.33  2.11  -4.87  -0.3525
C  0.17  -0.12  -5.50  -1.7306
C  0.57  -1.39  -5.12  -0.9083
C  0.79  -1.70  -3.77  0.5561
N  0.00  0.14  -6.89  0.3300
C  -1.04  1.06  -7.31  -0.6053
C  -1.38  0.80  -8.76  -0.9482
N  -0.13  0.99  -9.58  -0.1571
C  0.99  0.10  -9.10  -0.7181
C  1.23  0.36  -7.63  -0.4842
H  0.22  -5.51  -5.39  0.3936
H  -0.63  -3.99  -5.13  0.3124
H  -0.42  -5.12  -3.80  0.3426
H  1.91  -3.68  -5.20  0.4153
H  2.06  -4.77  -3.85  0.4995
H  1.74  -4.20  -1.78  0.5588
H  0.04  1.34  -2.42  0.5446
H  0.67  -2.14  -5.88  0.5616
H  -0.76  2.12  -7.19  0.4454
H  -1.94  0.91  -6.71  0.4972
H  -2.13  1.48  -9.14  0.4237
H  -1.69  -0.23  -8.92  0.3637
H  0.17  1.97  -9.49  0.4027
H  -0.32  0.83  -10.57  0.3491
H  1.87  0.31  -9.71  0.3950
H  0.65  -0.93  -9.28  0.3574
H  1.62  1.38  -7.49  0.2406
H  2.00  -0.33  -7.28  0.4635
O  5.28  0.23  1.73  -0.6701
C  4.10  0.44  1.84  0.3509
O  3.18  0.09  0.97  -0.8454
C  3.53  1.21  3.00  0.5891
C  4.37  1.70  4.02  -0.9983
C  3.80  2.42  5.02  -0.8368
C  2.42  2.71  4.99  1.0397
C  1.79  3.51  5.97  -0.8448
C  0.47  3.82  5.88  -0.9094
C  -0.29  3.34  4.79  -0.6803
C  0.28  2.55  3.83  -0.1599
C  1.64  2.21  3.92  0.2678
N  2.23  1.41  2.97  0.6637
H  5.42  1.47  3.96  0.5655
H  4.40  2.80  5.84  0.4764
H  2.39  3.89  6.79  0.4296
H  0.00  4.44  6.63  0.4253
H  -1.33  3.61  4.70  0.4503
H  -0.30  2.20  2.99  0.2489
F  1.63  3.32  1.18  -0.2783
C  1.19  2.25  0.47  0.1565
F  -0.06  2.59  0.06  -0.2502
F  1.95  2.27  -0.67  -0.2816


This record from OMol25 describes the ion C3H7N6 with charge +1 at a distorted geometry. The level of theory is ωB97M-V/def2-TZVPD.

Summary:
- SMILES: [H]/N=C\NN=C=[NH+]/C(N)=N/[H]
- Net charge: +1
- ΔE to the lowest compared entry with this formula, charge and spin: 182.7 kJ/mol

Each line ends with the natural charge from an NBO analysis.
CARTESIAN COORDINATES (ANGSTROEM)
C  -2.80  0.60  0.28  0.2689
C  -0.31  -0.94  -0.04  0.6761
C  1.81  0.15  -0.20  0.5754
N  -1.93  1.44  0.40  -0.5643
N  -1.41  -1.18  -0.35  -0.0961
N  -2.71  -0.76  -0.15  -0.4299
N  3.06  0.00  0.39  -0.8334
N  1.38  0.85  -1.12  -0.6970
N  0.89  -0.87  0.28  -0.5888
H  -3.83  0.80  0.34  0.1971
H  -3.49  -1.33  -0.57  0.4577
H  3.72  0.65  -0.04  0.4306
H  3.34  -0.87  0.90  0.4267
H  2.02  1.57  -1.52  0.3947
H  -0.93  1.11  0.23  0.3392
H  1.18  -1.22  1.18  0.4431